32
Properties=species:S:1:pos:R:3:forces:R:3 method="wB97M-V/def2-TZVPD" total_charge=-1 gap_ev=7.1 spin_multiplicity=1 lumo_energy_ha=0.11290
Pt 0.39433 0.13428 -0.49355 0.3 0.1 0.1
O -0.20177 0.76395 1.46742 0.0 -0.1 -0.1
N 0.12950 1.79752 2.13691 0.1 0.0 0.0
N 0.72489 2.72246 1.48199 0.0 0.0 0.1
O 1.01746 2.68388 0.23547 -0.1 0.0 -0.2
C 1.07979 3.88909 2.24285 0.0 -0.1 -0.1
C 0.79320 4.00246 3.60005 0.0 0.0 0.0
C 1.15870 5.15726 4.27032 0.0 0.0 0.0
C 1.80526 6.19281 3.60419 0.0 0.0 0.0
C 2.08595 6.06206 2.25349 0.0 0.0 0.0
C 1.72569 4.91100 1.56521 0.0 0.0 0.1
H 0.29519 3.19141 4.10794 0.0 0.0 0.0
H 0.93748 5.24788 5.32675 0.0 0.0 0.0
H 2.08858 7.09147 4.13781 0.0 0.0 0.0
H 2.59228 6.86002 1.72427 0.0 0.0 0.0
H 1.93129 4.77207 0.51457 0.0 0.0 0.0
O 1.74171 -1.04932 0.19044 0.0 0.8 0.8
C -1.36906 -2.91873 -3.83534 0.0 0.0 0.1
N -0.29426 -3.32976 -2.97352 0.2 -0.2 -0.3
C -0.39237 -4.57406 -2.22662 -0.1 0.1 0.1
C 0.79201 -4.44921 -1.25198 -0.2 0.2 -0.1
N 1.11998 -3.01847 -1.24841 -0.4 -1.2 -0.7
C 0.47351 -2.46651 -2.21736 0.3 0.1 0.4
S 0.62432 -0.76009 -2.56951 -0.3 0.2 -0.2
H -1.54505 -3.68713 -4.59135 0.0 0.0 0.0
H -1.09633 -1.98855 -4.32652 0.0 0.0 0.0
H -2.30402 -2.75438 -3.28130 0.0 0.0 0.0
H -0.36250 -5.44571 -2.88363 0.1 0.0 0.0
H -1.34076 -4.59454 -1.66724 0.0 0.0 -0.1
H 1.66391 -5.02749 -1.57455 0.0 0.0 0.0
H 0.51123 -4.78357 -0.25290 0.1 0.0 0.0
H 1.58275 -1.90331 -0.27075 0.2 0.0 0.1

12
Properties=species:S:1:pos:R:3:forces:R:3 method="wB97M-V/def2-TZVPD" total_charge=0 gap_ev="5.8 / 7.9" spin_multiplicity=3 lumo_energy_ha="0.02951 / -0.07704"
C 0.19619 -0.63957 2.47532 -0.7 0.0 -0.2
C 0.18429 0.00979 -1.48893 7.6 3.8 2.9
N -0.82377 -0.24102 2.93172 -1.6 1.4 1.3
N -0.67122 -0.91831 -1.69802 -4.4 -6.3 0.1
N 1.21294 -1.20466 2.25810 3.7 -1.2 -1.3
N 0.14732 1.28845 -1.95718 -0.9 0.0 -0.6
H -1.37059 -0.68917 -2.31334 -2.2 0.7 -2.1
H -1.75560 -0.18707 2.59482 -0.2 -0.1 -0.5
H 0.75534 -0.11874 -0.52195 -0.6 0.7 -1.0
H 2.05221 -0.93570 1.72646 -1.1 -0.1 0.6
H -0.42258 1.69528 -2.67495 -0.3 -0.5 -0.3
H 0.49548 1.94073 -1.33204 0.8 1.6 1.1

14
Properties=species:S:1:pos:R:3:forces:R:3 method="wB97M-V/def2-TZVPD" total_charge=0 gap_ev=10.9 spin_multiplicity=1 lumo_energy_ha=0.03913 smiles="C=C[C@@H]1O[C@@H]1C"
C 2.00096 0.53514 -0.45430 1.4 0.2 -1.9
C 1.31231 0.22437 0.60968 -0.5 1.1 1.3
C 0.16912 -0.74933 0.55158 0.4 0.4 1.0
O -0.33716 -1.08971 -0.72775 -0.4 0.3 0.2
C -1.20586 -0.36883 0.16028 -2.1 0.8 0.6
C -1.65185 1.11760 -0.06324 -0.4 2.1 -1.3
H 1.66404 0.07421 -1.38452 0.3 0.1 0.0
H 2.93376 1.15002 -0.54514 -1.2 -0.4 0.5
H 1.53373 0.74906 1.57244 -0.3 -0.9 -0.6
H 0.40647 -1.53820 1.29582 -0.8 -0.1 -0.7
H -2.17661 -0.88662 0.50875 2.1 0.0 -0.3
H -2.80055 1.24708 -0.53980 3.1 -0.7 1.6
H -0.98281 1.65014 -0.97251 -1.5 -1.2 3.0
H -1.62888 1.71817 1.06298 0.1 -1.6 -3.6

17
Properties=species:S:1:pos:R:3:forces:R:3 method="wB97M-V/def2-TZVPD" total_charge=0 gap_ev=10.3 spin_multiplicity=1 lumo_energy_ha=0.03256 smiles=NCCCO.O
N 2.20030 -1.03415 -1.73651 -0.9 -0.1 -0.3
C 1.26286 0.09578 -1.78068 0.2 0.4 0.8
C 0.60385 0.30185 -0.40407 0.9 -0.4 -0.3
C 0.02421 1.67335 -0.19381 0.0 -0.4 0.2
O -0.26730 1.94899 1.15928 -0.2 0.5 0.5
H 2.27050 -1.45620 -2.65341 0.3 0.0 0.1
H 3.10918 -0.73204 -1.43276 0.2 0.0 0.0
H 0.47507 -0.05771 -2.51128 0.1 -0.2 -0.3
H 1.78525 1.02422 -2.03283 -0.1 0.1 -0.2
H -0.09230 -0.51160 -0.26352 -0.5 -0.1 0.2
H 1.38805 0.15911 0.34637 0.1 0.0 0.0
H 0.77300 2.38771 -0.50527 0.2 0.4 -0.2
H -0.87583 1.83586 -0.77563 -0.2 0.0 -0.3
H -0.27157 1.16223 1.70856 0.0 -0.2 -0.3
O -4.10933 -2.08475 3.34808 -0.4 0.0 0.2
H -4.88024 -2.16367 3.93404 0.5 0.0 -0.3
H -3.39568 -2.54899 3.79345 0.0 0.0 0.1

The records above yield energy above the lowest of the compared OMol25 structures with the same formula, charge and spin values of 1.698, 0.244, 3.533, 0.582 eV, respectively.